--- w ---
DFT (ωB97M-V with the def2-TZVPD basis set) results for an isolated ion of composition C7H14 and charge +1.

Last column: Löwdin spin population.
Positions of all 21 atoms, in Å:
C 1.73 -0.78 2.18  0.002
C 0.46 -0.53 1.46  0.022
C 0.71 -0.38 -0.06  0.039
C -0.55 -0.49 -1.05  0.308
C -1.07 -1.75 -1.47  0.508
C -1.32 0.85 -0.73  0.032
C -0.67 2.05 -1.49  0.010
H 1.40 -0.95 3.33  0.001
H 2.36 -1.64 1.75  0.001
H 2.48 0.05 2.12  0.000
H 0.14 0.49 1.94  0.002
H -0.32 -1.17 1.86  0.000
H 1.48 -1.14 -0.38  0.005
H 0.96 0.63 -0.31  0.008
H -0.52 -2.54 -1.83  0.025
H -2.03 -1.75 -2.00  0.026
H -2.43 0.76 -0.89  0.001
H -1.48 0.91 0.37  0.009
H 0.13 2.39 -0.73  0.001
H -1.31 3.10 -1.48  -0.001
H -0.16 1.89 -2.58  0.000

Computed properties:
Orbital gap (alpha / beta) in eV: 9.47 / 6.31
Multiplicity: 2
Charge: +1

***

--- x ---
DFT (ωB97M-V with the def2-TZVPD basis set) results for an isolated ion of composition C7H14 and charge +1.

Last column: Löwdin spin population.
Positions of all 21 atoms, in Å:
C 2.19 0.90 -0.51  0.001
C 1.65 -0.46 0.00  0.005
C 0.63 -1.19 -0.95  0.034
C -0.50 -0.26 -1.42  0.059
C -2.19 0.38 1.97  0.073
C -1.97 -0.17 0.54  0.375
C -1.10 0.52 -0.22  0.365
H 2.63 0.74 -1.49  0.000
H 3.01 1.12 0.20  0.000
H 1.37 1.57 -0.57  0.000
H 1.34 -0.28 1.02  0.003
H 2.47 -1.17 0.23  0.000
H 1.27 -1.51 -1.80  0.002
H 0.34 -2.14 -0.32  -0.001
H -1.22 -0.77 -2.00  0.008
H -0.15 0.54 -2.14  0.010
H -3.17 0.70 2.10  0.033
H -2.07 -0.29 2.74  0.009
H -1.60 1.39 2.32  0.001
H -2.33 -1.09 0.14  0.012
H -0.62 1.47 0.14  0.009

Computed properties:
Orbital gap (alpha / beta) in eV: 10.50 / 6.34
Multiplicity: 2
Charge: +1

***

So which one is most stable? That would be x, about 152.4 kJ/mol below the next structure.

***

--- w ---
DFT (ωB97M-V with the def2-TZVPD basis set) results for one molecule with the formula C5H6O.

Last column: natural (NBO) charge in e.
Positions of all 12 atoms, in Å:
C 0.32 -1.75 0.10  -0.639
C 0.01 -0.30 -0.12  -0.040
C 0.89 0.83 -0.05  -0.340
C 0.07 1.91 -0.19  0.141
O -1.13 1.58 -0.64  -0.420
C -1.25 0.22 -0.38  -0.033
H 0.04 -2.31 -0.80  0.233
H -0.26 -2.15 0.93  0.225
H 1.38 -1.93 0.30  0.219
H 1.96 0.84 0.13  0.232
H 0.01 2.84 0.35  0.206
H -2.05 0.20 0.35  0.215

Computed properties:
Orbital gap in eV: 8.99

***

--- x ---
DFT (ωB97M-V with the def2-TZVPD basis set) results for one molecule with the formula C5H6O.

Last column: natural (NBO) charge in e.
Positions of all 12 atoms, in Å:
C -0.02 -1.46 2.13  -0.225
C -0.53 -0.88 1.21  -0.029
C -0.82 -0.30 -0.10  0.023
C -0.29 1.13 -0.36  -0.434
C 0.85 0.40 -1.07  -0.061
O 0.15 -0.85 -1.01  -0.509
H 0.60 -2.05 2.78  0.239
H -1.84 -0.49 -0.47  0.208
H -0.91 1.74 -1.03  0.215
H -0.05 1.72 0.53  0.218
H 1.79 0.38 -0.50  0.173
H 1.07 0.65 -2.12  0.182

Computed properties:
Orbital gap in eV: 10.92

***

So which one is most stable? That would be w, about 70.2 kJ/mol below the next structure.

***

--- w ---
DFT (ωB97M-V with the def2-TZVPD basis set) results for one molecule with the formula C5H6O.

Last column: natural (NBO) charge in e.
Positions of all 12 atoms, in Å:
C -0.43 1.64 0.56  -0.603
C -0.03 0.22 0.21  -0.399
C -0.93 -0.78 -0.24  0.243
O -0.27 -1.78 -0.73  -0.352
C 1.38 -0.22 -0.19  -0.288
C 1.09 -1.46 -0.67  -0.064
H 0.42 2.12 1.05  0.239
H -0.66 2.21 -0.34  0.223
H -1.29 1.67 1.23  0.211
H 0.48 -0.31 1.10  0.380
H -2.01 -0.86 -0.23  0.205
H 1.70 -2.26 -1.08  0.206

Computed properties:
Orbital gap in eV: 8.58

***

--- x ---
DFT (ωB97M-V with the def2-TZVPD basis set) results for one molecule with the formula C5H6O.

Last column: natural (NBO) charge in e.
Positions of all 12 atoms, in Å:
C 0.13 -2.17 1.10  -0.244
C -0.43 -1.39 0.38  0.003
C -1.06 -0.35 -0.44  -0.587
C -0.44 1.02 -0.12  0.616
C 1.06 1.14 -0.27  -0.730
O -1.14 1.94 0.24  -0.524
H 0.62 -2.87 1.74  0.242
H -0.90 -0.56 -1.51  0.250
H -2.14 -0.29 -0.26  0.259
H 1.30 2.14 -0.63  0.242
H 1.47 0.38 -0.94  0.223
H 1.52 1.01 0.71  0.251

Computed properties:
Orbital gap in eV: 10.56

***

So which one is most stable? That would be x, about 249.0 kJ/mol below the next structure.

***

--- w ---
DFT (ωB97M-V with the def2-TZVPD basis set) results for one molecule with the formula C5H6O.

Last column: natural (NBO) charge in e.
Positions of all 12 atoms, in Å:
C -0.46 -0.12 -2.56  -0.202
C -0.21 -0.10 -1.38  -0.044
C 0.16 -0.11 0.01  0.139
O 1.19 -1.14 0.38  -0.721
C 0.28 1.12 0.89  -0.405
C -0.63 -0.02 1.26  -0.475
H -0.69 -0.12 -3.60  0.237
H 0.88 -2.04 0.14  0.480
H 1.20 1.25 1.45  0.225
H -0.11 2.07 0.51  0.230
H 0.13 -0.88 1.57  0.303
H -1.73 0.10 1.33  0.234

Computed properties:
Orbital gap in eV: 10.42

***

--- x ---
DFT (ωB97M-V with the def2-TZVPD basis set) results for a 2-piece molecular cluster, C5H6O overall.

Last column: natural (NBO) charge in e.
Positions of all 12 atoms, in Å:
C 0.09 -0.11 0.80  -0.038
C 0.31 -1.01 -0.43  -0.196
C 0.55 -0.05 -1.55  -0.278
C 0.01 1.12 -1.27  -0.266
C -0.49 1.13 0.04  -0.197
H -0.91 -2.06 1.37  0.407
H 1.27 0.13 0.81  0.262
H 0.35 -2.31 -0.36  0.223
H 0.97 -0.61 -2.42  0.239
H 0.20 1.93 -2.12  0.236
H -1.03 1.80 0.68  0.225
O -0.46 -0.66 2.07  -0.616

Computed properties:
Orbital gap in eV: 6.67

***

So which one is most stable? That would be w, about 349.8 kJ/mol below the next structure.